Record 1
Entry from the OMol25 dataset: a single C5H8N2 molecule (wB97M-V/def2-TZVPD).

Computed properties:
Gap between HOMO and LUMO (spin up / spin down) = 7.126 / 7.200 eV

Each line ends with the natural charge from an NBO analysis.
Positions of all 15 atoms, in Å:
C (-2.067, -0.159, -0.424)  -0.656
C (-1.084, 0.168, 0.649)  -0.063
N (0.225, 0.152, 0.460)  -0.245
C (0.898, -0.571, -0.647)  -0.295
C (2.318, -0.118, -0.470)  -0.046
N (2.448, 0.581, 0.609)  -0.375
C (1.222, 0.709, 1.199)  -0.005
H (-2.474, -1.178, -0.395)  0.212
H (-2.921, 0.519, -0.345)  0.226
H (-1.637, -0.013, -1.421)  0.206
H (0.445, -0.343, -1.616)  0.227
H (-1.410, 0.603, 1.587)  0.189
H (0.777, -1.643, -0.451)  0.232
H (3.127, -0.321, -1.161)  0.197
H (1.007, 1.338, 2.048)  0.195

Record 2
Entry from the OMol25 dataset: a molecular structure, C29H38CsN10O2S2 at a distorted geometry (wB97M-V/def2-TZVPD).

Computed properties:
Net charge = +1
Gap between HOMO and LUMO = 8.322 eV

Each line ends with the Mulliken charge.
Positions of all 82 atoms, in Å:
Cs (1.227, -0.816, 0.503)  1.074
C (-2.802, -5.558, -0.883)  -0.845
N (-1.522, -4.924, -0.559)  0.758
C (-0.870, -3.962, -1.229)  -0.071
N (0.172, -3.546, -0.534)  -0.452
C (0.100, -4.312, 0.594)  -0.418
N (-0.911, -5.153, 0.621)  -0.929
C (-3.859, -4.500, -1.118)  0.451
C (-4.739, -4.550, -2.192)  -0.822
C (-5.622, -3.501, -2.420)  -0.714
C (-5.595, -2.372, -1.614)  -0.676
C (-4.713, -2.325, -0.538)  -0.052
C (-3.883, -3.406, -0.271)  0.082
C (-4.469, -1.114, 0.246)  0.572
N (-3.615, -0.996, 1.206)  -0.386
N (-3.530, 0.350, 1.499)  -0.495
C (-4.329, 0.957, 0.689)  0.449
O (-4.987, 0.085, -0.115)  -0.335
C (-4.360, 2.401, 0.446)  0.223
C (-5.367, 3.078, -0.231)  -0.707
C (-5.185, 4.419, -0.541)  -0.658
C (-3.991, 5.064, -0.238)  -0.766
C (-2.981, 4.382, 0.431)  0.761
C (-1.603, 4.977, 0.670)  -1.013
N (-0.576, 4.013, 0.277)  0.831
C (-0.034, 3.023, 0.999)  -0.478
N (0.631, 2.195, 0.215)  -0.001
C (0.463, 2.757, -1.017)  -0.597
N (-0.263, 3.852, -1.024)  -0.909
C (-3.198, 3.071, 0.804)  -0.225
H (-3.044, -6.180, -0.026)  0.309
H (-2.692, -6.202, -1.754)  0.414
H (-1.188, -3.594, -2.194)  0.420
H (0.819, -4.252, 1.398)  0.550
H (-4.723, -5.398, -2.867)  0.410
H (-6.308, -3.549, -3.256)  0.392
H (-6.238, -1.527, -1.826)  0.500
H (-3.202, -3.340, 0.569)  0.637
H (-6.275, 2.564, -0.520)  0.490
H (-5.966, 4.961, -1.058)  0.393
H (-3.836, 6.090, -0.554)  0.409
H (-1.448, 5.223, 1.720)  0.263
H (-1.461, 5.872, 0.074)  0.409
H (-0.153, 2.929, 2.071)  0.493
H (0.892, 2.349, -1.921)  0.580
H (-2.441, 2.500, 1.322)  0.702
C (3.297, -1.033, -4.237)  -1.104
N (4.354, -1.044, -3.226)  0.058
C (4.702, -2.398, -2.820)  -1.038
C (4.454, -0.015, -2.323)  0.131
S (4.594, -0.287, -0.665)  -0.220
N (4.461, 1.234, -2.841)  0.252
C (4.372, 2.401, -1.973)  -1.085
C (4.871, 1.531, -4.212)  -1.218
H (2.511, -1.735, -3.945)  0.366
H (3.683, -1.342, -5.210)  0.317
H (2.849, -0.053, -4.335)  0.353
H (4.936, -2.969, -3.720)  0.316
H (3.878, -2.886, -2.294)  0.325
H (5.570, -2.387, -2.172)  0.403
H (3.598, 2.262, -1.224)  0.293
H (4.127, 3.265, -2.590)  0.415
H (5.315, 2.581, -1.456)  0.321
H (5.327, 0.661, -4.672)  0.395
H (5.613, 2.329, -4.189)  0.456
H (4.034, 1.867, -4.828)  0.343
C (1.013, 0.283, 6.439)  -1.041
C (1.762, -0.531, 5.390)  -0.573
S (1.699, 0.283, 3.774)  0.613
O (2.102, -0.752, 2.758)  -0.829
C (3.130, 1.389, 3.945)  -0.408
C (4.458, 0.641, 3.971)  -1.246
H (1.031, -0.232, 7.399)  0.368
H (-0.029, 0.426, 6.152)  0.300
H (1.465, 1.266, 6.585)  0.277
H (1.294, -1.498, 5.208)  0.394
H (2.809, -0.694, 5.644)  0.263
H (2.946, 1.987, 4.840)  0.402
H (3.058, 2.040, 3.072)  0.334
H (4.725, 0.316, 4.975)  0.351
H (5.254, 1.288, 3.607)  0.387
H (4.416, -0.229, 3.315)  0.306

Record 3
Entry from the OMol25 dataset: 8 unconnected molecules or ions with the total composition C29H45N3O15P at a distorted geometry (wB97M-V/def2-TZVPD).

Computed properties:
Net charge = -1
Gap between HOMO and LUMO = 5.548 eV

Each line ends with the Mulliken charge.
Positions of all 93 atoms, in Å:
N (2.038, -1.727, 4.235)  -0.691
C (1.344, -0.805, 4.233)  0.653
O (0.394, -0.003, 4.087)  -0.240
N (-0.533, -0.065, 5.278)  -0.577
P (-2.025, -0.591, 4.765)  0.676
N (-2.529, -1.814, 5.651)  -0.837
H (-2.917, 0.495, 4.910)  -0.124
H (-1.968, -1.022, 3.416)  -0.019
H (-2.692, -2.620, 5.070)  0.201
O (-1.854, 2.116, 2.206)  -0.644
C (-0.952, 2.669, 2.761)  0.361
O (-1.010, 3.006, 4.066)  -0.318
C (0.169, 3.727, 4.438)  -0.666
C (1.217, 3.337, 3.405)  0.142
C (0.363, 3.112, 2.162)  0.544
H (-0.056, 4.799, 4.420)  0.266
H (0.453, 3.446, 5.449)  0.392
H (1.999, 4.086, 3.279)  0.053
H (1.691, 2.406, 3.699)  -0.014
H (0.204, 4.027, 1.594)  0.139
H (0.776, 2.339, 1.526)  -0.178
O (2.832, 1.287, 1.270)  -0.530
C (3.851, 1.342, 1.880)  0.497
O (3.995, 2.057, 3.031)  -0.281
C (5.369, 2.016, 3.455)  -0.562
C (5.959, 0.773, 2.803)  -0.554
C (5.169, 0.696, 1.501)  -0.556
H (5.862, 2.935, 3.125)  0.280
H (5.404, 1.967, 4.541)  0.323
H (7.037, 0.830, 2.666)  0.332
H (5.744, -0.103, 3.414)  0.341
H (5.632, 1.285, 0.706)  0.269
H (5.014, -0.326, 1.169)  0.335
O (-2.319, 0.066, -3.703)  -0.595
C (-1.966, 0.529, -2.654)  0.596
O (-1.098, -0.096, -1.841)  -0.359
C (-0.948, 0.650, -0.604)  -0.288
C (-1.370, 2.067, -0.952)  0.115
C (-2.428, 1.830, -2.027)  -0.770
H (-1.589, 0.198, 0.154)  0.171
H (0.084, 0.590, -0.269)  0.167
H (-1.726, 2.626, -0.091)  0.278
H (-0.528, 2.610, -1.380)  0.077
H (-3.421, 1.680, -1.599)  0.318
H (-2.454, 2.625, -2.766)  0.313
O (0.892, -5.347, -5.980)  -0.657
C (0.067, -4.521, -5.699)  0.497
O (0.279, -3.565, -4.784)  -0.336
C (-0.929, -2.789, -4.584)  -0.151
C (-1.739, -2.994, -5.853)  -0.572
C (-1.339, -4.412, -6.259)  -0.254
H (-1.439, -3.166, -3.697)  0.160
H (-0.671, -1.749, -4.421)  0.120
H (-2.807, -2.858, -5.704)  0.349
H (-1.415, -2.288, -6.618)  0.285
H (-1.964, -5.169, -5.783)  0.257
H (-1.338, -4.553, -7.336)  0.218
O (-6.347, -1.813, 5.806)  -0.568
C (-6.072, -0.815, 6.391)  0.489
O (-5.825, 0.366, 5.767)  -0.350
C (-5.419, 1.353, 6.727)  -0.339
C (-5.963, 0.865, 8.063)  -0.538
C (-5.905, -0.652, 7.889)  -0.413
H (-4.329, 1.412, 6.720)  0.203
H (-5.826, 2.320, 6.438)  0.334
H (-5.401, 1.237, 8.917)  0.324
H (-7.002, 1.183, 8.180)  0.242
H (-4.935, -1.062, 8.173)  0.302
H (-6.702, -1.159, 8.423)  0.295
O (-1.793, -7.700, -10.444)  -0.599
C (-0.719, -7.524, -9.955)  0.448
O (-0.500, -6.646, -8.953)  -0.289
C (0.913, -6.576, -8.645)  -0.248
C (1.490, -7.887, -9.163)  -0.582
C (0.588, -8.185, -10.360)  -0.400
H (1.336, -5.707, -9.157)  0.205
H (1.044, -6.445, -7.566)  0.363
H (2.548, -7.822, -9.409)  0.357
H (1.368, -8.666, -8.409)  0.276
H (0.949, -7.712, -11.274)  0.245
H (0.446, -9.250, -10.518)  0.293
O (1.047, 4.611, -0.903)  -0.564
C (1.968, 5.167, -0.397)  0.552
O (1.945, 5.550, 0.899)  -0.305
C (3.134, 6.284, 1.227)  -0.470
C (4.159, 5.859, 0.181)  -0.349
C (3.278, 5.584, -1.039)  -0.502
H (2.907, 7.351, 1.182)  0.280
H (3.445, 6.033, 2.238)  0.318
H (4.935, 6.603, 0.012)  0.365
H (4.643, 4.933, 0.495)  0.093
H (3.106, 6.482, -1.634)  0.283
H (3.672, 4.789, -1.664)  0.299

Summary of E_tot in Eh
-304.73625 -2642.23799 -2766.26946
(order as listed above)
Summary of ΔE to the lowest compared entry with this formula, charge and spin in eV
2.7006 0.8549 0.2925
(order as listed above)